6
Properties=species:S:1:pos:R:3:forces:R:3 method="wB97M-V/def2-TZVPD" fmax_ha_per_bohr=0.0845 charge=-1 homo_ha=-0.107 homo_lumo_gap_ev=3.7
Sn -2.5117 0.0530 1.3267 3.4 -0.3 -1.9
P 0.4566 0.1437 -0.2446 2.9 -2.7 -1.6
O -0.0734 -1.1511 0.4652 -3.9 0.6 1.7
O -0.5632 1.2845 -0.3874 -0.8 -0.6 1.5
O 0.8579 -0.5622 -1.5760 -1.0 1.1 -0.2
O 1.8339 0.2320 0.4162 -0.6 2.0 0.4



5
Properties=species:S:1:pos:R:3:forces:R:3 method="wB97M-V/def2-TZVPD" fmax_ha_per_bohr=0.0362 homo_ha="-0.454 / -0.454" homo_lumo_gap_ev="6.7 / 6.7"
O -1.1331 -0.6534 0.7773 1.2 -0.3 -0.1
O -0.6689 1.1930 -0.6744 1.2 -0.4 -0.1
O 0.7559 -0.8764 -0.8565 0.0 1.2 1.4
O 1.1928 0.2882 0.7457 -0.7 -0.9 -1.3
S -0.1467 0.0485 0.0080 -1.8 0.3 0.1



no.,molecular weight (g/mol)
1,213.7
2,96.1